Computed, not measured: an isolated ion of composition C49H54N3O2 and charge +1 at a distorted geometry, with wB97M-V/def2-TZVPD.

Output
Net charge: +1
HOMO level, eV: -10.146
Largest force on an atom, hartree/bohr: 0.0645
Relative energy (zero: lowest compared OMol25 entry of this formula, charge and spin), kcal per mole: 45.42
Calculated total energy, eV: -60244.94994
HOMO-LUMO gap, hartree: 0.2610

Last column: Mulliken charge in e.
CARTESIAN COORDINATES (ANGSTROEM)
C 6.60611 0.86624 1.12398  -0.8612
O 6.06109 -0.48103 1.25365  -0.4450
C 4.71832 -0.58999 1.13724  0.7355
C 3.90976 0.54355 0.96003  -0.6471
C 2.59161 0.36809 0.54898  -0.7859
C 1.96729 -0.88958 0.57221  0.2639
C 0.58640 -0.99832 0.17016  -0.8530
N 0.12081 -2.24626 -0.29687  1.4902
C 0.87039 -3.29793 -0.93439  -0.3992
C 0.57599 -4.66320 -0.65832  0.9984
C -0.59571 -5.21484 0.16603  1.0868
C -0.08605 -5.73267 1.50838  -1.3364
C -1.29413 -6.34840 -0.58893  -1.6309
C 1.49398 -5.62023 -1.09593  -0.7233
C 2.57778 -5.29058 -1.91017  -1.6168
C 2.72363 -3.96369 -2.32085  -0.2829
C 1.84885 -2.97114 -1.89815  0.4225
C 1.89813 -1.63739 -2.60972  1.9600
C 1.19652 -1.76988 -3.96132  -1.7039
C 3.33414 -1.12029 -2.72506  -1.6616
N -1.22882 -2.28168 -0.29725  -1.4581
N -1.61905 -1.03852 0.05658  2.0290
C -3.04702 -0.83827 0.03038  0.1352
C -3.86586 -1.68348 0.83111  0.0117
C -3.25085 -2.67737 1.80741  1.7930
C -4.15265 -3.87889 2.14159  -1.8834
C -2.76310 -1.98154 3.05821  -1.2947
C -5.24629 -1.53873 0.75802  -0.3379
C -5.81423 -0.65137 -0.15797  -1.3172
C -5.01762 -0.00058 -1.10541  -0.2433
C -3.63410 -0.14287 -1.06733  -0.3669
C -2.77116 0.35266 -2.23130  1.6077
C -2.77557 1.87318 -2.28227  -1.2722
C -3.15457 -0.28877 -3.57131  -1.6367
C -0.50441 -0.18886 0.34517  0.7247
C -0.54927 1.19698 0.83475  -0.9056
C 2.76718 -2.00715 0.96411  0.0985
C 4.12812 -1.86596 1.17933  -1.1377
H 7.67461 0.75511 1.26552  0.2449
H 6.39481 1.28048 0.13303  0.3768
H 6.19429 1.53582 1.88480  0.3289
H 4.31125 1.56078 1.02052  0.4510
H 2.00465 1.22845 0.18950  0.2277
H -1.27675 -4.37851 0.29133  -0.2621
H 0.51101 -4.97770 2.03519  0.3264
H -0.92535 -6.02735 2.14753  0.4034
H 0.54979 -6.61359 1.34044  0.3685
H -1.60355 -6.03689 -1.58990  0.3749
H -0.62216 -7.20680 -0.69174  0.3344
H -2.17829 -6.67948 -0.04087  0.4735
H 1.34295 -6.66963 -0.80607  0.2848
H 3.28303 -6.06931 -2.24230  0.3904
H 3.52644 -3.71193 -3.01605  0.3577
H 1.34946 -0.91272 -2.01313  -0.7440
H 0.20129 -2.20880 -3.81803  0.3865
H 1.08379 -0.79311 -4.44795  0.4161
H 1.77036 -2.43740 -4.61841  0.3691
H 3.87589 -1.24520 -1.77859  0.3437
H 3.88474 -1.65516 -3.51249  0.4836
H 3.34047 -0.04873 -2.97469  0.2839
H -2.39300 -3.11255 1.27976  -0.5408
H -4.53342 -4.36953 1.22995  0.4367
H -3.57117 -4.63187 2.69560  0.3299
H -5.00642 -3.57801 2.77168  0.5118
H -2.09564 -1.15937 2.79006  0.2305
H -3.62680 -1.56378 3.59089  0.3184
H -2.22956 -2.67865 3.71301  0.3845
H -5.87834 -2.15912 1.39367  0.3155
H -6.89581 -0.49755 -0.15320  0.3777
H -5.46974 0.58031 -1.91472  0.4402
H -1.74582 0.02262 -2.00331  -0.8567
H -2.34876 2.28103 -1.35867  0.3314
H -2.17176 2.23652 -3.12174  0.3996
H -3.80137 2.25889 -2.37075  0.3566
H -3.05826 -1.38054 -3.51445  0.3989
H -4.18066 -0.04079 -3.87285  0.2971
H -2.47235 0.06435 -4.35003  0.4401
H -1.22449 1.84516 0.26590  0.2522
H -0.52396 1.22216 1.94436  0.3712
H 2.29618 -2.96987 1.11433  0.5688
H 4.75843 -2.73094 1.32913  0.4908
C 0.47463 8.54677 4.47476  -0.3803
C 0.67595 7.22484 4.89642  -0.6519
C 0.45614 6.15567 4.02743  -0.4768
C 0.01068 6.37964 2.69975  0.3808
C -0.12707 5.27654 1.73916  0.6211
O -0.19407 5.76292 0.47381  -0.5374
C 0.07963 4.92803 -0.60108  0.0646
C 0.24836 3.53915 -0.47047  0.1990
C 0.72444 2.85681 -1.58384  0.4863
C 1.26426 3.52932 -2.66846  -1.0680
C 1.16776 4.91516 -2.73797  -0.6076
C 0.55816 5.63445 -1.70637  -0.7525
C 0.25726 2.90873 0.88922  1.4459
C -0.08413 3.91111 1.91422  -1.4033
C -0.15197 7.73208 2.26163  -0.3307
C 0.06047 8.79584 3.14803  -0.5599
H 0.62452 9.38813 5.16591  0.3654
H 0.98160 7.02745 5.93135  0.3527
H 0.62689 5.13141 4.31470  0.2869
H 0.73609 1.77396 -1.56024  0.2023
H 1.79247 2.97287 -3.43703  0.4740
H 1.64053 5.45942 -3.57417  0.3694
H 0.61045 6.71568 -1.70407  0.4618
H 1.24397 2.44569 1.19380  0.1620
H -0.23863 3.57836 2.91552  0.4935
H -0.46201 7.95398 1.24501  0.4088
H -0.10200 9.82790 2.80189  0.3630